Entry from the Open Molecules 2025 dataset: C16H31F3P2Re as an isolated structure (ωB97M-V with the def2-TZVPD basis set).

Energy relative to the best compared isomer or geometry (same formula, charge and spin) (kcal per mole): 0.00
E_tot (eV): -45930.2126
Highest occupied orbital energy (alpha / beta) (eV): -15.0 / -15.3
HOMO-LUMO gap (alpha / beta) (eV): 6.10 / 5.40
Net charge: +2
2S+1: 4

Each line ends with the Mulliken charge.
Positions of all 53 atoms, in Å:
Re  -0.50  -0.31  1.43  1.248
P  0.22  -2.39  0.94  0.608
P  0.28  2.55  1.51  0.551
F  -1.21  1.35  4.00  -0.199
F  -2.52  -0.41  3.82  -0.210
F  -2.91  1.38  2.57  -0.210
C  -0.51  -3.84  0.13  -1.225
C  -1.30  1.19  -1.63  0.103
C  -0.06  1.39  -2.12  -0.032
C  0.27  -1.64  -1.83  -0.588
C  -0.70  3.73  0.48  -1.181
C  1.11  0.14  0.28  -0.122
C  -1.89  0.57  3.04  0.211
C  0.59  0.59  -3.20  -1.325
C  -2.35  0.44  -2.40  -1.002
C  1.63  1.53  0.61  -1.104
C  0.30  -1.11  3.15  -1.608
C  -1.07  -1.60  -1.70  0.615
C  1.63  3.57  2.27  -1.130
C  -1.96  -1.02  -2.74  -1.018
C  1.87  -3.09  1.37  -1.359
C  1.07  -0.83  -2.82  -1.258
H  1.98  -0.54  0.09  0.616
H  2.28  -3.52  0.44  0.446
H  2.59  -2.38  1.79  0.428
H  1.07  -0.54  3.68  0.476
H  -2.53  0.97  -3.35  0.314
H  -0.32  3.75  -0.56  0.307
H  -3.30  0.43  -1.85  0.402
H  -0.17  -4.76  0.58  0.504
H  1.15  -1.37  -3.78  0.449
H  2.53  2.94  2.41  0.342
H  0.43  0.12  -0.60  -1.045
H  -1.59  -3.75  0.23  0.433
H  1.99  1.94  -0.36  0.454
H  -2.91  -1.60  -2.79  0.468
H  0.86  -2.45  -1.37  0.816
H  1.78  -3.90  2.09  0.534
H  -0.67  4.74  0.93  0.453
H  2.44  1.32  1.35  0.564
H  -0.24  -3.78  -0.92  0.566
H  2.11  -0.79  -2.46  0.362
H  0.60  -2.19  3.13  0.371
H  -0.06  0.59  -4.09  0.412
H  1.32  3.95  3.25  0.408
H  1.84  4.41  1.59  0.427
H  1.49  1.15  -3.49  0.404
H  -0.61  -1.17  3.77  0.592
H  -1.50  -1.08  -3.75  0.288
H  -1.61  -2.20  -0.96  0.133
H  -1.66  1.74  -0.76  0.180
H  0.46  2.33  -1.94  0.765
H  -1.77  3.43  0.53  0.366